A structure of composition C50H114AsCrF12N7O24S2 at a distorted geometry. Source: the OMol25 dataset; level of theory: ωB97M-V with the def2-TZVPD basis set.

Geometry as XYZ:
```
211
Properties=species:S:1:pos:R:3:forces:R:3:mulliken_charge:R:1
Cr -3.90509 -21.74171 3.43183 0.8 -2.7 3.9 0.9667
C -2.67892 -24.39080 6.66980 1.6 -0.9 0.3 -0.4556
C -1.45895 -25.10068 6.94747 -0.5 2.1 -4.8 0.1325
C -0.38682 -25.10480 5.76995 -5.2 3.0 -1.2 0.1992
O 0.63512 -25.73585 5.83210 4.3 -2.9 1.0 -0.7363
C -0.73249 -24.40142 4.49762 0.3 -1.1 3.4 -0.7700
C -1.88138 -23.66414 4.38778 -1.2 -0.8 0.9 1.3009
C -2.92419 -23.67732 5.50397 1.8 0.4 -0.3 0.6695
O -3.92646 -22.86124 5.46051 -0.2 1.4 -2.5 -0.8862
O -2.12966 -23.07648 3.27095 -2.2 2.3 -1.2 -0.3815
O -1.29511 -25.73293 7.99238 1.2 -1.8 2.8 -1.2542
H -3.38119 -24.49210 7.48403 -0.4 0.4 -0.2 0.3101
H -0.03153 -24.49754 3.68164 0.1 0.0 -0.2 0.1701
C 1.54577 -27.35798 2.11735 -0.3 -0.9 0.4 -0.5165
O 2.09077 -27.96608 0.91333 -0.5 1.7 -0.1 -0.4598
C 2.27017 -29.33965 0.96252 1.7 -1.4 1.3 -0.0935
C 3.23726 -29.85773 -0.14155 -0.4 0.7 -1.3 -1.0053
N 4.24467 -28.75539 -0.53057 -0.9 -1.1 -0.4 0.0027
H 3.89902 -27.97961 0.01604 0.0 0.9 -0.1 0.2817
H 5.19496 -28.94777 -0.24764 0.5 -0.5 0.3 0.4368
C 4.35090 -28.42994 -2.02371 1.0 -0.2 0.7 -0.7394
C 5.25315 -29.47897 -2.76818 -1.0 -0.1 -0.1 -0.4920
O 6.49925 -29.56996 -2.14227 -0.2 0.6 0.8 -0.3733
C 7.39797 -30.56359 -2.64191 0.6 -0.3 0.0 -0.7484
H 1.48405 -26.26973 2.11757 0.7 0.0 -0.7 0.0479
H 2.09709 -27.70391 2.99169 0.4 0.1 0.0 0.2765
H 0.51777 -27.63231 2.35412 -0.2 -0.5 -0.6 0.3264
H 1.35636 -29.93232 1.00498 -0.2 0.1 -0.4 0.5026
H 2.83427 -29.59266 1.86022 -0.3 0.1 0.7 0.1367
H 2.62034 -30.08327 -1.01140 0.4 0.2 -0.4 0.3940
H 3.80764 -30.76416 0.06132 -0.3 0.1 0.6 0.4103
H 4.89806 -27.48724 -2.02872 -0.1 0.1 -0.2 0.4001
H 3.31985 -28.25955 -2.33356 0.3 -0.4 -0.6 0.4071
H 5.34385 -29.16030 -3.80660 0.0 0.3 -0.1 0.4511
H 4.77721 -30.45781 -2.82680 -0.3 -0.2 0.2 0.3901
H 7.31273 -30.68402 -3.72187 -0.1 0.0 0.0 0.3358
H 7.31091 -31.51770 -2.12210 -0.7 -0.1 -0.1 0.3020
H 8.42462 -30.27797 -2.41277 -0.2 0.6 -0.1 0.2626
C -2.02593 -27.86663 14.58526 0.8 -0.8 0.1 -0.8442
O -2.30639 -27.50785 13.22447 -0.5 1.1 0.1 -0.2797
C -1.46160 -27.91930 12.15728 -0.3 -2.0 2.1 -0.8290
C -1.98428 -27.50997 10.84066 0.4 1.9 -0.8 -0.1490
N -1.87533 -25.99399 10.71143 -1.7 1.1 0.9 0.8655
H -0.96833 -25.59411 10.90519 0.6 -0.6 0.7 0.5109
H -1.98143 -25.59380 9.79018 -0.2 -0.9 -2.3 -0.7022
C -2.93614 -25.18587 11.45780 -0.3 -0.1 0.9 -0.3493
C -4.35647 -25.40736 10.94631 1.1 -0.6 -0.8 -1.0271
O -4.36795 -25.21888 9.54101 1.5 -0.1 0.4 0.3374
C -5.61507 -24.85374 9.07380 -2.3 0.9 0.4 -1.2600
H -2.41243 -27.16893 15.32817 -0.6 0.3 -0.7 0.2832
H -0.96523 -27.90166 14.83387 0.4 0.1 -0.5 0.3648
H -2.39656 -28.85965 14.83948 -0.3 0.0 -0.3 0.2965
H -1.48784 -29.00889 12.14268 0.2 -0.4 -0.1 0.4635
H -0.42084 -27.67699 12.37224 0.2 0.5 -0.3 0.4556
H -3.03297 -27.74466 10.65827 0.2 -0.2 0.3 0.3632
H -1.38021 -27.90943 10.02602 -0.1 -0.1 0.0 -0.0562
H -2.63495 -24.13931 11.41196 0.0 0.0 -0.4 0.2193
H -2.96894 -25.46327 12.51139 0.4 -0.2 -0.1 0.4923
H -5.04608 -24.77932 11.51031 0.0 0.3 -0.2 0.5578
H -4.62732 -26.44129 11.16015 -0.3 -0.1 0.1 0.4151
H -5.80534 -24.80396 8.00169 0.9 -0.7 -0.1 0.2891
H -5.84911 -23.83629 9.38705 0.0 0.3 0.3 0.3741
H -6.36675 -25.47515 9.56058 -0.3 -0.2 -0.3 0.4824
C 0.16471 -22.46915 8.35210 -1.6 -0.6 -0.8 -0.3043
O 0.82608 -21.50560 9.09229 0.5 0.9 2.2 -0.4820
C -0.14233 -20.69285 9.81748 1.1 -1.4 -0.8 0.3144
C 0.45823 -20.10250 11.07957 1.6 -0.2 0.1 -1.0853
N 1.08065 -21.16986 12.05576 -0.7 0.5 0.0 -0.1342
H 0.32791 -21.82436 12.21424 -0.6 0.0 1.0 0.3463
H 1.72636 -21.82198 11.63399 0.8 0.5 -1.2 0.3672
C 1.80786 -20.64702 13.31286 -0.2 -0.6 -0.2 -0.6588
C 3.29850 -20.41768 13.04836 0.7 1.2 -1.4 -0.4898
O 3.54752 -20.16103 11.63864 -1.1 -0.7 0.6 -0.2706
C 4.87461 -19.84860 11.21009 0.2 0.7 0.5 -0.7822
H -0.41537 -23.16753 8.95532 0.1 -0.4 0.6 0.1079
H 0.81422 -23.08577 7.73080 0.2 0.5 0.0 0.1626
H -0.62553 -21.98547 7.77794 0.2 -0.1 -0.8 0.3360
H -1.00324 -21.31124 10.07148 -0.2 -0.1 0.0 -0.2195
H -0.44600 -19.95586 9.07403 -0.3 0.6 0.6 0.3969
H -0.29221 -19.57968 11.67252 0.1 0.0 0.0 0.4916
H 1.31217 -19.46284 10.85651 -0.2 0.1 0.0 0.4348
H 1.76884 -21.41037 14.08994 -0.3 -0.3 -0.2 0.4277
H 1.33231 -19.78122 13.77365 -0.3 0.1 -0.8 0.3488
H 3.89264 -21.25306 13.41879 0.1 0.0 -0.1 0.4002
H 3.52602 -19.49735 13.58625 0.5 -0.2 0.3 0.3872
H 5.31365 -19.08963 11.85763 0.1 -0.1 0.3 0.3397
H 4.81139 -19.34548 10.24522 -0.3 -0.4 -0.1 0.2561
H 5.53576 -20.71370 11.15925 -0.2 -0.1 0.0 0.2963
C -0.85848 -27.33730 -2.40527 -0.7 -0.3 1.6 -0.5230
O -1.14488 -26.08976 -1.74211 0.4 0.8 0.7 -0.4507
C -0.83798 -26.14535 -0.31987 0.2 0.4 -1.1 -0.3505
C -1.07052 -24.81496 0.40280 0.0 0.5 -0.9 0.2674
N -0.26555 -23.65578 -0.23877 -0.2 -1.1 0.1 -0.1280
H 0.72710 -23.72895 -0.06727 0.4 -0.4 0.2 0.5174
H -0.33276 -23.71873 -1.24456 -0.3 -0.2 -0.8 0.5495
C -0.66802 -22.29728 0.14952 -0.4 0.9 -0.3 -0.1834
C 0.20249 -21.24561 -0.61036 0.0 -1.9 0.8 -0.8275
O 0.20823 -21.54420 -1.99322 0.0 1.3 0.2 -0.3821
C 1.04605 -20.56731 -2.67153 -0.5 0.0 -0.7 -0.8125
H 0.16986 -27.63787 -2.20456 0.3 0.0 -0.1 0.0249
H -1.07566 -27.40778 -3.47109 -0.1 0.9 0.2 0.3154
H -1.52558 -28.02678 -1.88788 0.1 -0.6 -0.3 0.3635
H 0.21263 -26.42383 -0.23766 0.3 -0.2 0.2 -0.0257
H -1.43684 -26.87463 0.22568 -0.2 -0.2 -0.2 0.6441
H -0.80720 -24.83376 1.46035 0.1 -0.2 0.0 -0.7380
H -2.12352 -24.53543 0.36878 0.0 0.1 -0.1 0.4302
H -0.57800 -22.23750 1.23414 0.1 0.3 0.0 0.0231
H -1.73212 -22.26733 -0.08481 0.0 0.5 -0.1 0.4231
H 1.22482 -21.41760 -0.27364 0.5 0.1 0.4 0.2418
H -0.04581 -20.24749 -0.24954 -0.4 0.2 -0.6 0.6200
H 2.10710 -20.80582 -2.59819 0.0 0.0 0.4 0.3194
H 0.81875 -19.55255 -2.34487 0.2 -0.1 0.5 0.3364
H 0.80891 -20.53116 -3.73480 -0.2 -0.6 0.1 0.2944
C -3.84698 -21.68842 9.39328 -0.1 0.7 -0.2 -0.5986
O -3.41218 -20.59851 10.27857 -0.8 0.1 -0.3 0.0308
C -4.11532 -19.32917 10.13608 0.2 -0.5 1.9 -0.5113
C -3.87458 -18.55011 11.51192 0.2 -1.3 -1.0 -1.0041
N -4.17904 -19.52176 12.71586 0.4 2.3 -1.1 0.0399
H -5.08036 -19.92986 12.51291 -0.8 -0.1 0.1 0.3768
H -3.52410 -20.29044 12.73265 0.3 -0.1 -0.2 0.2599
C -4.24938 -18.79703 14.06375 0.6 -0.1 -0.8 -0.4725
C -5.27563 -19.44076 14.88287 -2.3 -0.9 1.9 -0.7160
O -6.54240 -19.47072 14.21723 1.2 0.6 0.0 -0.3535
C -7.44968 -20.47091 14.65710 -0.2 -0.6 -1.0 -0.7394
H -3.36583 -22.61696 9.70053 0.0 0.2 0.3 -0.3455
H -3.58254 -21.53659 8.34680 0.3 0.4 0.0 0.3088
H -4.93012 -21.81056 9.39493 -0.1 0.1 0.3 0.4761
H -5.19984 -19.42620 10.08609 -0.1 -0.6 -0.3 0.4681
H -3.79445 -18.78826 9.24582 0.2 0.2 0.2 0.2850
H -4.52653 -17.68289 11.61681 -0.2 -0.3 0.0 0.5233
H -2.84813 -18.18758 11.56737 0.0 -0.3 0.4 0.4198
H -4.48941 -17.74446 13.91350 0.2 -0.1 -0.3 0.3673
H -3.28010 -18.93176 14.54379 0.0 0.4 -0.1 0.3315
H -5.40863 -18.94013 15.84193 0.2 0.7 0.0 0.5021
H -4.97054 -20.41240 15.27136 0.1 -0.7 -0.7 0.3809
H -8.35447 -20.35081 14.06127 0.0 0.2 0.1 0.2613
H -7.74345 -20.48265 15.70671 0.5 0.3 0.1 0.3102
H -7.01278 -21.41488 14.33131 -0.1 -0.5 0.5 0.3246
C 6.75779 -24.50195 5.38417 -0.3 -0.5 -0.4 -0.7729
O 5.46988 -23.91941 5.20107 -1.4 -0.4 0.2 -0.3156
C 4.44203 -24.82503 4.67740 2.1 1.9 0.2 -0.8851
C 3.09940 -24.18108 4.76603 -0.4 -0.3 -0.2 0.0980
N 3.05612 -22.89331 3.97910 -0.9 0.3 -0.1 0.2283
H 3.82572 -22.24050 4.01993 1.4 -0.1 0.8 0.7159
H 2.99230 -23.09760 2.99204 0.0 -0.4 -0.4 0.5427
C 1.95267 -21.93894 4.29986 -0.7 1.0 0.9 -0.3039
C 2.19874 -20.59626 3.59144 0.5 0.7 1.2 -0.3125
O 3.47112 -20.09297 4.06731 -0.8 -1.6 0.9 -0.3990
C 3.83160 -18.78060 3.64272 -0.1 -0.9 -0.8 -0.7363
H 7.10218 -24.89025 4.42568 0.4 0.2 -0.1 0.3163
H 6.73610 -25.36070 6.05512 -0.2 0.0 0.3 0.3009
H 7.44245 -23.75780 5.79108 -0.2 0.0 -0.2 0.2524
H 4.48152 -25.77386 5.21246 -0.1 -0.2 -0.3 0.5556
H 4.63698 -24.87168 3.60600 0.4 -0.9 -0.2 0.3752
H 2.69193 -24.13901 5.77614 0.1 0.8 -0.1 0.1429
H 2.41378 -24.84279 4.23671 -0.3 0.0 0.2 -0.2506
H 2.02443 -21.82572 5.38157 0.1 0.4 0.0 0.1593
H 0.94460 -22.33308 4.17118 0.1 -0.3 -0.5 -0.3419
H 1.42409 -19.87895 3.86255 -0.3 -0.2 0.2 0.3548
H 2.12688 -20.66579 2.50604 0.4 -0.2 -0.4 0.2194
H 4.72984 -18.44105 4.15845 -0.1 -0.4 0.1 0.2437
H 3.02941 -18.06571 3.82583 -0.1 0.0 -0.3 0.2559
H 4.05478 -19.01681 2.60229 0.1 1.5 -0.4 0.3355
C 1.57701 -31.57482 3.90212 -1.1 -0.7 0.4 -0.9142
O 1.21936 -30.37051 4.52800 -0.4 0.9 0.8 -0.1195
C 2.15146 -29.87566 5.47687 0.2 1.0 -1.7 -0.8530
C 1.77447 -28.48315 5.99604 -1.6 -0.7 0.3 0.2112
N 0.34042 -28.39774 6.52765 0.4 0.2 0.1 0.2973
H 0.20646 -28.92182 7.38058 0.2 -1.0 0.2 0.5954
H 0.19688 -27.47997 6.92410 0.2 1.6 -0.3 -0.2484
C -0.88977 -28.66788 5.64999 0.0 0.2 1.3 0.5408
C -1.73853 -29.69300 6.45011 -0.1 1.1 -1.0 -1.0745
O -2.11397 -29.15324 7.72801 2.3 -1.0 0.5 -0.3237
C -3.19051 -28.24748 7.73004 -0.8 -0.3 -1.3 0.1452
H 2.47580 -31.53002 3.28710 0.0 0.2 -0.1 0.3050
H 0.65307 -31.82357 3.38005 0.4 -0.1 -0.7 0.2994
H 1.65832 -32.39556 4.61479 0.5 0.0 0.3 0.3448
H 2.94975 -29.49778 4.83809 1.3 -0.9 0.3 0.3778
H 2.44837 -30.66823 6.16374 0.0 0.3 0.3 0.5541
H 1.86318 -27.71917 5.22366 -0.4 -0.2 -0.1 -0.3961
H 2.48215 -28.17084 6.76398 -0.3 -0.2 0.3 0.4830
H -0.55982 -28.90358 4.63823 -0.3 -0.3 0.3 0.1997
H -1.50490 -27.76842 5.67672 0.5 0.4 -0.4 -0.2651
H -1.14099 -30.59985 6.54317 -0.4 -0.2 0.6 0.4386
H -2.59807 -29.86416 5.80204 -0.3 -0.4 0.3 0.5071
H -2.97668 -27.47873 6.98747 -0.7 0.1 -0.1 0.0337
H -3.41606 -27.70853 8.65024 0.8 -0.4 0.2 -0.4763
H -4.03357 -28.90812 7.52777 -0.6 0.7 -0.4 0.4888
As -5.58129 -25.06276 2.26401 -1.9 -2.4 -0.3 1.9889
F -3.92672 -25.63788 1.96509 -0.3 0.9 0.0 -0.4382
F -5.41489 -25.75901 3.88834 -0.3 0.9 -1.0 -0.4680
F -7.21856 -24.46132 2.49971 1.6 -0.5 0.3 -0.4605
F -5.63334 -24.36755 0.65745 0.7 -0.1 1.0 -0.4916
F -6.17235 -26.63646 1.68096 0.5 1.5 0.4 -0.5093
F -4.97466 -23.50147 3.01182 0.5 0.5 -0.7 -0.2958
C -7.08407 -20.18183 6.29495 0.7 0.7 -3.8 0.5363
F -6.06220 -19.50135 6.84012 0.0 -0.3 0.5 -0.2159
F -7.18704 -21.38459 6.79830 0.0 -0.3 0.8 -0.1710
F -8.18907 -19.47826 6.41012 -0.1 -0.2 0.8 -0.2031
S -6.83794 -20.25404 4.32117 -3.2 0.8 -1.1 1.1654
O -6.69784 -18.91854 3.84500 0.9 1.1 0.9 -0.6555
O -5.58518 -21.00311 4.04390 1.2 -1.1 0.1 -1.0008
O -8.06322 -20.84621 3.81406 1.6 -0.7 1.3 -0.6459
C -2.08147 -18.17749 5.84718 1.0 0.6 -2.5 0.4342
F -2.19830 -18.58320 7.07294 -1.2 -1.0 1.2 -0.1291
F -3.24065 -17.61468 5.36802 2.4 -0.9 1.1 -0.1682
F -1.02519 -17.30610 5.92635 -1.4 -0.3 -1.0 -0.2133
S -1.46684 -19.62876 4.62601 0.7 -0.8 -1.9 1.2892
O -2.68433 -20.30478 4.15965 -2.1 -0.3 0.1 -0.3477
O -0.85612 -19.04268 3.43558 0.1 0.4 1.8 -0.7386
O -0.65439 -20.58616 5.36772 -0.1 1.4 0.5 -0.5282
```
Forces are in eV/Å.

Results
LUMO energy (alpha / beta) in eV: -8.2255 / -8.2342
Highest occupied orbital energy (alpha / beta) in eV: -11.4 / -13.6
Charge: +4
Spin multiplicity: 5
<S²>: 6.21